{
  "formula": "C8H25F6N2O5PPb",
  "method": "wB97M-V/def2-TZVPD",
  "lumo_ha": 0.1441,
  "gap_ha": 0.19257,
  "e_above_lowest_kj_mol": 543.02,
  "charge": -2,
  "symbols": ["Pb", "P", "F", "F", "F", "F", "F", "F", "O", "O", "O", "O", "O", "N", "N", "C", "C", "C", "C", "C", "C", "C", "C", "H", "H", "H", "H", "H", "H", "H", "H", "H", "H", "H", "H", "H", "H", "H", "H", "H", "H", "H", "H", "H", "H", "H", "H", "H"],
  "coordinates": [[15.63327, 30.58321, 26.08897], [16.69095, 30.52838, 31.66422], [16.19721, 30.83453, 30.15547], [15.27702, 30.27462, 32.38961], [17.40489, 30.18954, 33.09465], [16.60890, 32.16020, 32.00843], [18.19255, 30.65617, 31.07652], [16.67653, 28.93465, 31.29610], [13.39629, 30.15145, 23.59536], [14.12335, 33.59157, 27.16313], [16.52486, 27.22362, 25.45590], [17.77064, 32.87871, 24.65980], [12.56964, 29.85071, 27.48667], [19.03779, 31.19236, 26.55249], [16.96934, 28.50199, 23.11610], [17.34407, 26.55422, 24.66040], [19.10948, 33.09253, 25.09212], [19.17036, 32.60274, 26.51106], [16.95197, 27.01340, 23.23713], [20.54570, 32.89795, 27.10678], [17.96290, 26.67140, 22.18098], [16.00438, 26.60061, 26.60942], [17.67446, 33.23427, 23.25340], [16.90561, 26.47651, 27.20982], [18.85927, 27.27830, 22.30865], [14.66540, 34.32061, 26.80369], [16.73286, 32.94058, 22.78947], [12.09841, 29.04604, 27.77818], [16.99859, 28.62472, 22.11402], [20.59838, 32.51642, 28.12647], [18.25129, 25.62564, 22.07460], [20.84432, 33.94551, 27.06731], [17.40673, 25.46714, 24.70984], [15.20854, 27.07655, 27.18233], [21.38032, 32.45108, 26.56658], [18.40648, 33.02129, 27.16636], [15.64297, 25.57514, 26.53256], [19.71903, 30.83031, 25.90062], [17.67551, 26.92926, 21.16166], [18.32179, 26.78216, 25.08492], [13.45998, 30.58309, 22.72120], [19.40262, 30.85805, 27.43296], [15.97792, 28.65698, 23.23084], [15.98952, 26.66488, 22.86251], [17.57867, 34.31595, 23.15908], [19.90399, 32.59845, 24.53289], [19.46895, 34.12036, 25.04258], [18.45375, 32.70698, 22.70313]]
}